(1)
{"formula": "C5H12O", "method": "the ωB97M-V functional and the def2-TZVPD basis", "energy_ha": -272.80044, "gap_ev": [8.276, 8.354], "lumo_energy_ev": [0.8000, 0.8458], "charge": 0, "species": ["C", "C", "C", "C", "O", "C", "H", "H", "H", "H", "H", "H", "H", "H", "H", "H", "H", "H"], "coordinates": [[0.52695, -1.57941, -2.12932], [-0.11000, -0.94264, -0.89831], [0.94302, -0.34669, 0.02977], [-0.39844, 2.32450, 0.84377], [-0.49016, 1.78278, 2.01339], [-1.15991, 0.72755, 2.37186], [1.07499, -0.83050, -2.71361], [-0.21318, -2.04842, -2.78605], [1.24528, -2.34976, -1.82430], [-0.69634, -1.69398, -0.35306], [-0.82445, -0.16649, -1.21032], [1.71831, -1.08628, 0.25436], [1.43232, 0.51698, -0.43240], [0.31176, 3.13115, 0.75865], [-0.94862, 1.89447, 0.01391], [-1.09327, 0.47038, 3.41625], [0.50244, -0.05429, 0.98937], [-1.82071, 0.25065, 1.65604]], "mulliken_charge": [-1.30, -0.01, -0.90, -0.53, -0.25, -0.52, 0.32, 0.35, 0.33, 0.26, 0.19, 0.40, 0.30, 0.29, 0.35, 0.28, 0.10, 0.34]}

=====

(2)
{"formula": "C32H39F3MoN5O4P", "method": "the ωB97M-V functional and the def2-TZVPD basis", "energy_ha": -2526.30021, "gap_ev": [6.461, 7.500], "lumo_energy_ev": [-6.7264, -6.1663], "charge": 2, "spin_multiplicity": 3, "species": ["Mo", "C", "N", "C", "C", "C", "N", "C", "C", "C", "C", "C", "C", "C", "O", "C", "C", "C", "N", "C", "C", "C", "C", "C", "C", "C", "O", "H", "H", "H", "H", "H", "H", "H", "H", "H", "H", "H", "H", "H", "H", "H", "H", "H", "H", "H", "H", "H", "H", "H", "H", "H", "N", "C", "P", "O", "O", "C", "N", "H", "H", "H", "H", "H", "H", "H", "H", "H", "H", "F", "C", "F", "F", "C", "C", "C", "C", "C", "C", "C", "C", "H", "H", "H", "H"], "coordinates": [[0.20905, -0.40604, 0.25136], [2.35593, 1.43328, 1.36446], [2.23933, -0.04077, 1.14822], [2.44593, -0.70329, 2.47888], [1.86634, -2.10646, 2.62876], [0.36965, -2.14885, 2.94766], [-0.35857, -1.05393, 2.29354], [-1.30005, -0.50175, 2.97177], [-2.05398, 0.67105, 2.59268], [-3.17464, 1.03210, 3.35991], [-3.84425, 2.21088, 3.11974], [-3.37076, 3.08434, 2.13406], [-2.25537, 2.76948, 1.38202], [-1.60366, 1.54942, 1.59001], [-0.54669, 1.25690, 0.83448], [3.35203, -0.38487, 0.20214], [3.46198, -1.83477, -0.23523], [2.32224, -2.34591, -1.10801], [0.99551, -2.27656, -0.47055], [0.27782, -3.34682, -0.47748], [-1.09906, -3.44614, -0.05597], [-1.60258, -4.72631, 0.23250], [-2.91116, -4.90974, 0.61151], [-3.75708, -3.80192, 0.67023], [-3.29746, -2.53914, 0.34999], [-1.96672, -2.33352, -0.01566], [-1.54691, -1.10676, -0.36339], [3.34616, 1.66258, 1.76571], [1.59511, 1.76509, 2.06570], [2.21443, 1.95004, 0.41735], [2.00131, -0.05046, 3.23195], [3.52226, -0.71737, 2.67131], [2.39279, -2.59646, 3.44917], [2.07016, -2.70551, 1.74799], [0.20820, -2.09016, 4.02608], [-0.05226, -3.09562, 2.60251], [-1.53889, -0.91506, 3.95362], [-3.50184, 0.37184, 4.15422], [-4.70886, 2.47701, 3.71094], [-3.87628, 4.02663, 1.96648], [-1.87217, 3.42653, 0.61165], [4.28547, -0.08504, 0.68855], [3.21124, 0.24676, -0.67453], [3.64372, -2.50037, 0.60804], [4.36571, -1.89368, -0.84595], [2.52398, -3.37926, -1.39868], [2.25850, -1.74171, -2.01471], [0.73038, -4.27018, -0.84216], [-0.93408, -5.57616, 0.16225], [-3.28186, -5.89608, 0.84906], [-4.79047, -3.93153, 0.96327], [-3.97114, -1.69455, 0.40272], [-2.28804, 1.74261, -5.60202], [-2.20394, 0.97233, -4.31314], [-3.05967, 2.05530, -3.05808], [-3.78589, 3.00124, -3.95923], [-2.13991, 2.47125, -1.95956], [-4.29788, 1.00274, -2.15864], [-3.78086, 0.85776, -0.76338], [-1.37147, 2.07236, -5.91449], [-2.91148, 2.56471, -5.34301], [-2.72557, 1.22145, -6.35817], [-1.16530, 0.87637, -4.03309], [-2.62872, -0.02020, -4.43983], [-4.49075, 0.01754, -2.57610], [-5.22803, 1.56812, -2.12616], [-3.02540, 0.15598, -0.68366], [-4.51240, 0.64047, -0.08813], [-3.31803, 1.74858, -0.51615], [1.32442, 3.30669, -8.52128], [0.54087, 3.77254, -7.55059], [0.66439, 5.09917, -7.50276], [-0.74366, 3.50416, -7.90803], [0.82373, 3.12715, -6.21936], [1.42215, 1.87657, -6.16207], [1.52955, 1.22222, -4.94466], [1.03933, 1.81897, -3.78258], [0.48688, 3.10658, -3.84239], [0.38291, 3.75766, -5.05870], [0.90538, 1.07320, -2.56749], [0.78890, 0.42985, -1.53961], [1.78428, 1.40834, -7.06717], [1.95969, 0.23088, -4.89782], [0.09193, 3.54840, -2.93648], [-0.05695, 4.74539, -5.11199]], "mulliken_spin": [2.02, 0.02, -0.05, 0.00, 0.01, 0.02, -0.06, 0.05, -0.01, 0.02, -0.01, 0.01, -0.01, 0.02, 0.00, 0.03, -0.01, 0.01, -0.05, 0.01, 0.00, 0.00, 0.00, 0.00, 0.00, 0.03, 0.04, 0.00, 0.00, -0.01, 0.00, 0.00, 0.00, 0.00, 0.00, -0.01, 0.00, 0.00, 0.00, 0.00, 0.00, 0.00, 0.00, 0.00, 0.00, 0.00, 0.00, 0.00, 0.00, 0.00, 0.00, 0.00, 0.00, 0.00, 0.00, 0.00, 0.00, 0.00, 0.00, 0.00, 0.00, 0.00, 0.00, 0.00, 0.00, 0.00, 0.00, 0.00, 0.00, 0.00, 0.00, 0.00, 0.00, 0.02, -0.01, 0.03, -0.03, 0.03, -0.01, 0.15, -0.24, 0.00, 0.00, 0.00, 0.00]}

=====

(3)
{"formula": "C8H20IN5O2P", "method": "the ωB97M-V functional and the def2-TZVPD basis", "energy_ha": -1379.78545, "gap_ev": 7.452, "lumo_energy_ev": -4.5326, "charge": 1, "species": ["C", "P", "O", "C", "I", "N", "C", "N", "N", "C", "C", "N", "H", "H", "H", "H", "H", "H", "H", "H", "H", "H", "H", "H", "H", "C", "C", "O", "N", "C", "H", "H", "H", "H", "H", "H", "H"], "coordinates": [[2.94255, 2.36066, 3.26861], [1.43369, 2.75330, 2.11572], [2.17717, 3.46199, 0.66707], [0.62419, 1.09156, 1.63638], [0.45929, 0.61682, -0.49772], [1.50224, -0.02463, 2.24084], [0.66384, -1.25517, 1.83561], [1.20940, -2.36900, 1.24731], [-0.75618, -0.86879, 2.18597], [-0.80161, 0.63867, 2.32286], [-2.14418, 1.46950, 1.87814], [-2.59319, 2.42883, 2.96735], [2.46953, 1.97268, 4.27471], [3.64327, 1.52336, 2.78773], [3.54333, 3.34255, 3.48919], [2.85296, 2.76148, 0.37763], [1.35387, 0.06742, 3.29096], [2.07052, -2.20989, 0.64367], [0.84129, -3.35412, 1.33120], [-1.53702, -1.33645, 1.67553], [-0.75897, 0.80231, 3.48968], [-2.98955, 0.69424, 1.63535], [-1.97926, 2.10333, 0.88026], [-1.80358, 2.73198, 3.58378], [-3.26335, 1.91976, 3.61619], [-1.85400, -2.86013, -4.39617], [-1.39278, -1.72926, -3.51891], [-1.93916, -1.46513, -2.45075], [-0.33145, -0.98492, -3.94135], [0.43695, -1.13658, -5.15453], [-2.70728, -3.36166, -3.92930], [-2.17059, -2.47361, -5.36832], [-1.04955, -3.58980, -4.51883], [-0.07805, -0.24221, -3.29974], [1.47850, -1.31189, -4.87577], [0.36583, -0.20399, -5.71885], [0.08135, -1.96322, -5.77149]], "mulliken_charge": [-0.91, 0.13, -0.49, -0.10, 0.31, -0.35, 0.06, -0.30, -0.18, 0.00, -0.40, -0.64, 0.28, 0.30, 0.34, 0.33, 0.32, 0.31, 0.29, 0.35, 0.26, 0.31, 0.23, 0.27, 0.29, -1.33, 0.89, -0.62, -0.03, -0.87, 0.28, 0.38, 0.37, -0.02, 0.28, 0.31, 0.34]}